{
  "formula": "C15H38N2O5",
  "method": "ωB97M-V with the def2-TZVPD basis set",
  "elements": ["C", "O", "C", "C", "N", "C", "C", "O", "C", "H", "H", "H", "H", "H", "H", "H", "H", "H", "H", "H", "H", "H", "H", "H", "C", "O", "C", "C", "N", "C", "C", "O", "C", "H", "H", "H", "H", "H", "H", "H", "H", "H", "H", "H", "H", "H", "H", "H", "C", "C", "C", "O", "H", "H", "H", "H", "H", "H", "H", "H"],
  "xyz": [[33.346, -9.018, 9.406], [34.185, -8.338, 8.514], [35.346, -7.889, 9.152], [35.106, -6.799, 10.177], [34.332, -5.669, 9.647], [33.489, -4.978, 10.647], [32.232, -5.653, 11.155], [31.115, -5.499, 10.292], [30.954, -6.491, 9.313], [32.515, -9.406, 8.829], [33.042, -8.394, 10.244], [33.893, -9.879, 9.829], [35.971, -7.454, 8.376], [35.830, -8.731, 9.663], [36.083, -6.425, 10.515], [34.740, -7.174, 11.155], [33.732, -6.061, 8.917], [33.258, -3.981, 10.271], [34.180, -4.840, 11.492], [31.947, -5.067, 12.043], [32.381, -6.659, 11.570], [29.948, -6.416, 8.918], [31.138, -7.487, 9.725], [31.666, -6.346, 8.487], [39.245, -5.761, 8.140], [38.437, -4.883, 8.867], [39.164, -4.185, 9.834], [38.359, -3.001, 10.370], [37.050, -3.368, 10.864], [36.283, -2.204, 11.298], [35.784, -1.348, 10.139], [35.138, -0.236, 10.740], [34.516, 0.593, 9.773], [38.694, -6.072, 7.256], [39.493, -6.648, 8.735], [40.167, -5.262, 7.826], [40.104, -3.798, 9.409], [39.443, -4.803, 10.708], [38.262, -2.206, 9.603], [38.937, -2.512, 11.162], [36.529, -3.905, 10.177], [36.892, -1.547, 11.927], [35.409, -2.487, 11.884], [35.106, -2.028, 9.608], [36.565, -0.849, 9.563], [35.172, 0.788, 8.914], [34.299, 1.556, 10.232], [33.585, 0.123, 9.434], [36.538, -3.979, 6.135], [35.812, -3.029, 7.099], [35.673, -1.655, 6.482], [34.465, -3.509, 7.312], [37.442, -3.494, 5.754], [35.869, -4.283, 5.334], [36.890, -4.887, 6.637], [36.318, -3.015, 8.067], [35.376, -0.936, 7.256], [34.925, -1.655, 5.694], [36.626, -1.267, 6.119], [34.411, -4.210, 7.990]],
  "forces_ev_per_angstrom": [[0.52, -0.83, 0.12], [-0.35, 0.24, -0.31], [0.21, 0.48, 0.29], [0.49, 0.69, 1.29], [-0.78, -0.61, -0.55], [1.38, -0.41, 0.06], [-0.49, 1.17, 0.75], [0.10, -0.25, 0.41], [0.65, -0.07, -0.30], [-0.29, 0.13, 0.10], [-0.29, 0.05, -0.05], [-0.15, 0.06, -0.01], [0.20, -0.26, -0.14], [0.29, 0.05, -0.18], [0.15, 0.02, -0.43], [-0.58, -0.15, -0.57], [0.12, 0.16, 0.17], [-0.23, -0.01, -0.04], [-0.32, 0.16, 0.09], [0.03, -0.08, -0.15], [-0.04, -0.21, -0.64], [-0.15, -0.02, 0.00], [-0.26, -0.02, 0.02], [-0.16, -0.08, -0.03], [0.12, -0.36, -0.11], [-0.36, 0.27, 0.01], [0.15, 0.84, 1.04], [0.03, 0.46, -0.81], [-0.13, -0.16, 0.69], [0.48, 0.39, -0.34], [-0.26, 0.35, 1.27], [-0.63, 0.18, -0.18], [-0.01, -0.16, 0.23], [-0.03, -0.05, -0.04], [0.11, 0.02, -0.04], [0.04, -0.09, -0.05], [-0.13, -0.03, -0.02], [-0.17, -0.24, -0.36], [0.26, -0.38, -0.17], [-0.05, -0.29, 0.16], [0.12, 0.04, -0.01], [0.12, -0.33, 0.14], [0.02, -0.18, 0.01], [-0.08, 0.63, -0.69], [0.27, -0.91, -0.64], [-0.02, -0.15, 0.04], [-0.09, -0.07, 0.13], [0.07, 0.15, -0.17], [0.43, -0.05, 0.62], [-0.60, -1.13, -0.51], [0.21, 0.65, 0.92], [-0.14, 0.08, 0.27], [-0.16, -0.04, -0.20], [0.02, 0.20, -0.18], [-0.27, 0.09, 0.08], [0.25, 0.20, -0.17], [-0.29, -0.15, -0.19], [0.03, -0.07, -0.12], [0.01, -0.24, -0.24], [0.63, 0.34, -0.27]],
  "max_force_ha_per_bohr": 0.030,
  "lumo_energy_ev": 0.8,
  "e_above_lowest_kj_mol": 0.0,
  "smiles": "COCCNCCOC.COCCNCCOC.CC(C)O",
  "energy_ev": -29385.9341,
  "homo_energy_ev": -8.68,
  "spin_multiplicity": 1
}


{
  "formula": "C15H39BrN19O14P",
  "method": "ωB97M-V with the def2-TZVPD basis set",
  "elements": ["O", "N", "O", "C", "C", "C", "O", "C", "C", "P", "O", "Br", "C", "O", "H", "H", "H", "N", "C", "N", "O", "H", "H", "H", "H", "N", "C", "N", "O", "H", "H", "H", "H", "N", "C", "N", "O", "H", "H", "H", "H", "N", "C", "N", "O", "H", "H", "H", "H", "N", "C", "N", "O", "H", "H", "H", "H", "N", "C", "N", "O", "H", "H", "H", "H", "N", "C", "N", "O", "H", "H", "H", "H", "N", "C", "N", "O", "H", "H", "H", "H", "N", "C", "N", "O", "H", "H", "H", "H"],
  "xyz": [[3.031, -5.573, -2.668], [2.209, -5.171, -3.343], [2.646, -3.805, -3.915], [1.881, -2.838, -3.363], [2.393, -1.806, -2.687], [1.427, -0.829, -2.149], [1.634, 0.369, -2.092], [0.123, -1.389, -1.712], [-0.407, -2.398, -2.408], [-2.035, -3.027, -1.857], [-2.801, -3.303, -3.270], [-1.427, -5.079, -1.296], [0.377, -2.910, -3.566], [-0.087, -3.286, -4.610], [3.457, -1.688, -2.536], [-0.376, -0.955, -0.854], [-2.901, -2.466, -3.746], [-5.912, -8.016, -0.003], [-4.818, -7.212, -0.218], [-3.655, -7.887, -0.471], [-4.894, -6.000, -0.181], [-5.879, -9.017, -0.029], [-6.784, -7.558, 0.183], [-2.817, -7.359, -0.641], [-3.604, -8.887, -0.493], [-2.036, 3.223, -5.014], [-1.506, 2.387, -4.069], [-0.167, 2.502, -3.912], [-2.199, 1.601, -3.428], [-1.460, 3.860, -5.537], [-3.023, 3.177, -5.174], [0.294, 1.920, -3.240], [0.422, 3.138, -4.436], [2.594, 3.076, -1.764], [3.265, 3.906, -2.588], [3.307, 5.216, -2.176], [3.805, 3.540, -3.631], [2.145, 3.400, -0.927], [2.516, 2.094, -1.990], [3.798, 5.867, -2.761], [2.872, 5.549, -1.336], [1.795, 6.019, -7.072], [1.913, 5.066, -6.100], [3.171, 4.821, -5.649], [0.926, 4.468, -5.667], [2.576, 6.519, -7.447], [0.876, 6.214, -7.421], [3.319, 4.088, -4.897], [3.973, 5.303, -6.010], [-0.763, 1.023, 2.222], [-0.287, -0.249, 2.250], [0.288, -0.654, 3.412], [-0.396, -0.994, 1.279], [-0.729, 1.645, 3.007], [-1.198, 1.327, 1.370], [0.637, -1.594, 3.459], [0.352, -0.065, 4.219], [7.354, 3.997, 0.945], [6.010, 4.067, 0.692], [5.657, 4.145, -0.622], [5.181, 4.062, 1.588], [8.052, 3.996, 0.226], [7.638, 3.940, 1.904], [4.678, 4.196, -0.831], [6.314, 4.152, -1.379], [-4.489, 1.065, 5.606], [-3.647, 0.599, 4.642], [-4.232, 0.147, 3.501], [-2.425, 0.578, 4.782], [-5.485, 1.079, 5.495], [-4.101, 1.400, 6.471], [-3.628, -0.197, 2.775], [-5.223, 0.146, 3.350], [-2.201, -5.473, 3.610], [-1.487, -4.783, 2.665], [-1.516, -3.421, 2.782], [-0.870, -5.341, 1.775], [-2.720, -5.030, 4.343], [-2.204, -6.473, 3.540], [-1.039, -2.879, 2.076], [-2.018, -2.940, 3.505], [0.071, 1.303, 9.098], [-1.125, 1.261, 8.432], [-1.066, 1.073, 7.087], [-2.194, 1.385, 9.014], [0.958, 1.205, 8.646], [0.039, 1.441, 10.090], [-1.932, 1.028, 6.573], [-0.212, 0.969, 6.574]],
  "forces_ev_per_angstrom": [[0.05, -0.01, -0.30], [-0.34, -0.25, 0.30], [0.45, 0.49, -0.01], [-0.02, -0.26, 0.12], [-0.04, -0.25, -0.07], [-0.06, 0.26, -0.08], [0.26, -0.05, 0.28], [-0.27, -0.26, -0.20], [0.02, 0.04, 0.00], [-0.35, 0.46, 0.37], [0.06, -0.05, -0.07], [0.22, -0.11, -0.36], [0.04, -0.01, -0.03], [0.02, -0.18, 0.11], [0.01, 0.21, -0.16], [0.02, 0.19, -0.04], [-0.06, -0.09, -0.12], [0.01, 0.00, 0.03], [0.00, -0.08, 0.00], [0.05, -0.03, 0.01], [0.00, 0.02, 0.02], [0.01, 0.00, -0.02], [0.00, 0.01, -0.01], [-0.13, 0.10, 0.05], [-0.03, 0.00, -0.01], [-0.02, 0.05, -0.01], [-0.13, -0.10, -0.02], [0.65, 0.02, 0.21], [0.06, 0.07, -0.05], [0.06, -0.02, 0.02], [0.00, -0.02, 0.00], [-0.22, -0.26, 0.17], [-0.33, 0.07, -0.18], [0.22, -0.10, -0.10], [-0.73, 0.36, 0.46], [0.11, -0.24, -0.36], [0.54, -0.84, 1.23], [-0.03, 0.03, -0.02], [0.01, 0.00, -0.06], [-0.05, 0.03, -0.03], [-0.10, -0.02, -0.04], [-0.23, 0.09, -0.05], [0.72, -0.12, 0.07], [-0.72, -0.35, -0.07], [-0.05, 0.19, -0.11], [0.03, -0.03, 0.01], [0.01, 0.00, 0.00], [-0.08, 1.14, -1.10], [-0.07, 0.04, -0.14], [0.13, 0.13, -0.18], [-0.18, 0.05, 0.07], [0.16, 0.01, -0.08], [0.03, -0.16, 0.08], [-0.12, -0.09, 0.08], [0.03, 0.01, 0.00], [-0.02, -0.01, -0.01], [-0.13, 0.00, 0.02], [-0.02, 0.02, -0.02], [0.02, -0.04, 0.05], [0.21, -0.02, 0.15], [-0.02, 0.02, -0.01], [-0.01, -0.01, -0.01], [-0.01, 0.00, 0.01], [0.23, 0.00, 0.07], [0.01, -0.04, 0.00], [0.08, 0.03, -0.02], [-0.05, -0.08, -0.19], [0.00, -0.01, 0.01], [-0.24, 0.09, 0.03], [0.00, -0.02, -0.01], [-0.03, -0.03, 0.03], [0.00, 0.02, -0.01], [0.00, 0.00, 0.00], [0.09, -0.02, 0.05], [-0.11, 0.15, -0.11], [0.18, -0.04, 0.03], [0.09, -0.17, 0.21], [-0.03, 0.02, -0.03], [-0.01, 0.00, -0.03], [-0.10, 0.07, -0.02], [-0.04, -0.02, -0.01], [0.00, -0.01, -0.02], [-0.10, 0.03, 0.02], [0.06, 0.13, 0.39], [0.00, 0.01, 0.00], [-0.01, 0.00, -0.02], [-0.02, 0.00, 0.00], [0.37, -0.15, -0.22], [0.04, 0.00, 0.06]],
  "max_force_ha_per_bohr": 0.031,
  "lumo_energy_ev": -0.9,
  "smiles": "O=NOC1=CC(=O)C=C(P(O)Br)C1=O.NC(N)=O.NC(N)=O.NC(N)=O.NC(N)=O.NC(N)=O.NC(N)=O.NC(N)=O.NC(N)=O.NC(N)=O",
  "energy_ev": -152502.1772,
  "homo_energy_ev": -8.32,
  "spin_multiplicity": 1
}


{
  "formula": "C15H39ClGaNO9P3",
  "method": "ωB97M-V with the def2-TZVPD basis set",
  "elements": ["C", "C", "N", "C", "Ga", "P", "O", "Cl", "H", "H", "H", "H", "H", "H", "H", "H", "H", "O", "P", "O", "C", "C", "O", "C", "C", "O", "C", "C", "H", "H", "H", "H", "H", "H", "H", "H", "H", "H", "H", "H", "H", "H", "H", "O", "P", "O", "C", "C", "O", "C", "C", "O", "C", "C", "H", "H", "H", "H", "H", "H", "H", "H", "H", "H", "H", "H", "H", "H", "H"],
  "xyz": [[3.970, 3.239, 1.510], [3.081, 1.843, 1.420], [3.473, 0.740, 0.668], [1.607, 1.671, 2.192], [0.172, 1.888, 0.705], [-1.870, 2.759, 1.436], [-1.844, 3.237, 3.115], [-2.055, 4.629, 0.357], [3.370, 4.151, 1.948], [4.955, 3.003, 2.102], [4.311, 3.464, 0.390], [2.742, -0.021, 0.730], [1.482, 2.403, 3.101], [1.624, 0.556, 2.616], [0.811, 2.921, -0.375], [-0.105, 0.434, 0.096], [-1.796, 2.385, 3.662], [2.512, 1.770, -7.210], [1.455, 1.956, -6.095], [1.735, 0.483, -5.391], [2.851, 0.353, -4.532], [2.574, 0.992, -3.185], [0.188, 1.455, -7.059], [0.211, 1.737, -8.454], [0.702, 0.532, -9.238], [0.273, 2.163, -4.848], [-0.581, 3.293, -4.948], [-1.858, 2.963, -5.703], [3.743, 0.793, -4.997], [3.038, -0.718, -4.398], [2.489, 2.079, -3.281], [3.379, 0.774, -2.479], [1.628, 0.630, -2.771], [0.815, 2.627, -8.663], [-0.812, 1.973, -8.764], [1.643, 0.138, -8.845], [0.843, 0.787, -10.292], [-0.025, -0.283, -9.171], [-0.051, 4.131, -5.408], [-0.839, 3.582, -3.924], [-1.712, 3.081, -6.778], [-2.665, 3.646, -5.419], [-2.178, 1.932, -5.524], [-2.314, -1.251, 4.425], [-2.080, -2.535, 5.257], [-0.550, -2.116, 5.733], [-0.408, -1.205, 6.805], [-0.680, -1.884, 8.132], [-1.615, -3.441, 3.935], [-2.200, -3.181, 2.664], [-1.291, -2.301, 1.823], [-1.819, -3.971, 6.187], [-2.795, -4.996, 6.083], [-2.447, -5.990, 4.988], [-1.073, -0.343, 6.663], [0.624, -0.836, 6.787], [-1.735, -2.166, 8.214], [-0.439, -1.219, 8.965], [-0.093, -2.803, 8.227], [-3.197, -2.741, 2.774], [-2.337, -4.141, 2.156], [-0.971, -1.404, 2.360], [-1.792, -1.995, 0.901], [-0.378, -2.845, 1.560], [-3.787, -4.562, 5.926], [-2.806, -5.517, 7.045], [-2.822, -5.647, 4.022], [-2.915, -6.960, 5.180], [-1.365, -6.124, 4.893]],
  "forces_ev_per_angstrom": [[0.07, -1.26, -1.29], [-1.03, -3.52, -0.90], [-1.16, 4.29, 2.61], [2.41, -0.24, 0.97], [1.51, 0.36, -0.19], [-1.54, 0.15, 0.62], [0.52, -1.45, -0.05], [0.32, -0.55, 0.81], [1.18, -2.08, -0.83], [-2.03, 0.56, -0.93], [-0.80, -0.32, 2.47], [0.74, 1.33, 0.25], [0.36, -1.26, -1.68], [-0.07, 2.41, -0.81], [-0.20, -0.19, 0.11], [-0.18, 0.04, 0.05], [-0.12, 1.67, -1.30], [0.45, 4.10, 2.23], [-3.04, -9.07, -1.94], [0.19, 0.86, 0.07], [0.36, -0.12, 0.62], [0.05, 0.04, 0.12], [-0.19, 1.54, 0.05], [0.13, -0.16, -0.28], [0.02, -0.27, -0.02], [2.91, 2.19, -1.07], [-0.85, 0.50, 0.46], [-0.21, 0.15, -0.51], [-0.02, -0.11, -0.03], [-0.11, 0.12, -0.18], [0.03, -0.05, 0.11], [-0.08, 0.05, 0.03], [0.20, 0.04, -0.03], [0.03, -0.25, 0.00], [-0.04, -0.04, 0.19], [-0.06, 0.28, -0.01], [-0.04, -0.01, 0.04], [0.00, 0.12, -0.04], [-0.15, 0.11, 0.06], [0.23, -0.02, -0.07], [-0.06, -0.14, 0.05], [0.12, -0.08, 0.15], [0.12, 0.21, 0.12], [-3.44, -0.87, 3.16], [8.49, -0.56, -4.99], [-0.71, 0.04, 0.65], [0.23, 0.24, 0.31], [-0.09, -0.08, 0.24], [-1.47, -0.51, 0.82], [0.04, 0.34, -0.62], [0.17, 0.01, -0.02], [-2.71, 2.29, 0.40], [-0.16, -0.84, 0.17], [-0.24, -0.13, -0.50], [0.12, -0.01, -0.01], [-0.17, -0.08, -0.18], [0.06, 0.03, 0.07], [-0.02, -0.01, -0.03], [-0.04, 0.18, -0.04], [0.23, 0.07, -0.02], [0.07, -0.09, 0.19], [-0.25, -0.07, -0.06], [0.09, 0.00, 0.09], [-0.12, 0.00, -0.02], [-0.07, -0.18, 0.03], [-0.05, 0.19, 0.00], [0.18, -0.04, 0.05], [0.07, 0.08, 0.14], [-0.19, 0.06, 0.16]],
  "charge": -1,
  "max_force_ha_per_bohr": 0.192,
  "lumo_energy_ev": -0.3,
  "energy_ev": -128866.6269,
  "homo_energy_ev": -3.88,
  "spin_multiplicity": 1
}